(1)
# C8H10BNO2

The molecule C8H10BNO2 (ωB97M-V/def2-TZVPD, OMol25).

Energy above the lowest of the compared OMol25 structures with the same formula, charge and spin   29.34 kcal/mol
Structure (SMILES)   C=c1cc[nH]/c1=C/C=C/B(O)O
Net charge   0
Calculated total energy   -540.9213 a.u.
Strongest force on any atom   3.827 eV Å⁻¹

Each line ends with the Löwdin charge.
Element x y z (Å)
C1 -0.748 0.813 1.632  0.0673
C2 -0.907 1.497 0.499  -0.2572
C3 -1.573 2.755 0.348  -0.0729
C4 -1.254 3.284 -0.867  -0.1435
N1 -0.365 2.536 -1.466  0.0373
C5 -0.128 1.361 -0.760  -0.1658
C6 0.819 0.477 -1.144  -0.0510
C7 1.134 -0.792 -0.664  -0.0951
C8 0.350 -1.656 0.065  0.0281
B1 0.915 -2.994 0.456  -0.7467
O1 1.983 -3.531 -0.165  0.1709
O2 0.252 -3.707 1.468  0.1061
H1 -1.480 1.032 2.390  0.0576
H2 -0.328 -0.180 1.956  0.0749
H3 -2.336 3.234 1.060  0.1317
H4 -1.716 4.085 -1.508  0.1453
H5 -0.222 2.618 -2.429  0.1341
H6 1.261 0.785 -2.055  0.1008
H7 2.101 -1.214 -1.000  0.1193
H8 -0.658 -1.374 0.593  0.1219
H9 2.096 -4.455 0.095  0.1042
H10 0.806 -4.572 1.495  0.1326

(2)
# C8H10BiN2

A structure of composition C8H10BiN2 (ωB97M-V/def2-TZVPD, OMol25).

Energy above the lowest of the compared OMol25 structures with the same formula, charge and spin   76.04 kcal/mol
Net charge   -1
Calculated total energy   -634.7485 a.u.
Strongest force on any atom   6.061 eV Å⁻¹

Each line ends with the Löwdin charge.
Element x y z (Å)
C1 -0.733 -1.534 -1.989  -0.3152
C2 -1.082 -0.263 -2.496  -0.3185
C3 -2.243 0.193 -1.851  -0.2203
C4 -2.632 -0.846 -0.868  -0.1936
C5 -1.680 -1.905 -0.980  -0.2586
Bi1 0.425 0.100 0.202  1.5555
N1 1.433 -1.664 1.246  -0.2594
C6 2.509 0.095 0.055  -0.5605
C7 2.247 1.276 -0.695  -0.3053
H1 -2.788 1.099 -2.018  0.0513
H2 -0.554 0.270 -3.321  0.0814
H3 -3.478 -0.797 -0.224  0.0484
H4 -1.681 -2.818 -0.410  0.0658
H5 0.131 -2.181 -2.336  0.0907
H6 2.132 1.199 -1.798  0.0547
H7 3.083 0.329 0.915  0.0513
H8 1.577 -1.239 2.194  -0.1176
H9 2.306 2.232 -0.168  0.0444
H10 3.047 -0.643 -0.563  0.0786
N2 0.103 1.585 3.438  -0.1009
C8 0.210 1.017 2.400  -0.4725

(3)
# C8H10BrN3O3

A structure of composition C8H10BrN3O3 (ωB97M-V/def2-TZVPD, OMol25).

Energy above the lowest of the compared OMol25 structures with the same formula, charge and spin   65.74 kcal/mol
Net charge   0
Calculated total energy   -3274.6069 a.u.
Strongest force on any atom   5.671 eV Å⁻¹

Each line ends with the Löwdin charge.
Element x y z (Å)
C1 2.742 -0.216 2.459  -0.1567
C2 2.828 -1.608 2.000  -0.0914
C3 2.174 0.673 1.704  0.0276
C4 2.374 -2.065 0.860  -0.0784
C5 -0.670 0.162 -0.186  -0.4717
C6 1.708 -0.008 -0.156  -0.6395
C7 -1.573 1.698 -1.990  -0.0874
C8 -1.894 0.919 -0.727  -0.1353
N1 1.706 -1.366 -0.127  -0.0278
N2 0.555 0.622 -0.581  0.0166
N3 1.352 -2.084 -1.250  -0.3629
O1 -0.777 -0.767 0.574  0.0981
O2 1.537 -3.257 -1.171  0.1187
O3 0.962 -1.356 -2.120  0.1007
Br1 3.260 0.970 -1.061  0.6498
H1 3.047 0.012 3.581  0.1480
H2 3.228 -2.424 2.682  0.1293
H3 1.731 1.607 1.828  0.0603
H4 2.341 -3.157 0.764  0.1359
H5 -2.407 1.793 -2.635  0.0559
H6 -1.114 2.702 -1.713  0.1082
H7 -0.993 0.970 -2.587  0.0863
H8 -2.559 0.126 -0.739  0.1011
H9 -2.141 1.618 -0.027  0.0845
H10 0.728 1.585 -0.982  0.1298

(4)
# C8H10Cl2

The molecule C8H10Cl2 (ωB97M-V/def2-TZVPD, OMol25).

Energy above the lowest of the compared OMol25 structures with the same formula, charge and spin   52.54 kcal/mol
Structure (SMILES)   C[C@]1(Cl)[C@@H]2C=C[C@@H](C2)[C@@H]1Cl
Net charge   0
Calculated total energy   -1231.1400 a.u.
Strongest force on any atom   4.449 eV Å⁻¹

Each line ends with the Löwdin charge.
Element x y z (Å)
C1 0.955 0.909 -1.735  -0.1043
C2 0.995 0.392 -0.329  -0.7421
Cl1 2.633 -0.058 0.277  0.6601
C3 0.243 -1.198 -0.195  -0.2375
C4 -1.080 -0.857 -0.769  -0.0858
C5 -1.767 -0.131 0.104  -0.0801
C6 -0.890 0.069 1.296  -0.2599
C7 -0.003 -1.203 1.301  -0.1495
C8 0.213 1.109 0.741  -0.6184
Cl2 -0.525 2.564 0.038  0.6952
H1 1.171 1.925 -1.628  0.0457
H2 0.077 0.609 -2.093  0.0297
H3 1.690 0.339 -2.209  0.0708
H4 0.767 -2.062 -0.521  0.1180
H5 -1.383 -1.137 -1.749  0.1091
H6 -2.638 0.359 -0.071  0.0771
H7 -1.489 0.217 2.139  0.1196
H8 0.966 -1.185 1.983  0.1325
H9 -0.629 -1.997 1.736  0.1210
H10 0.693 1.335 1.683  0.0988

(5)
# C8H10Cl2N2O2

A structure of composition C8H10Cl2N2O2 (ωB97M-V/def2-TZVPD, OMol25).

Energy above the lowest of the compared OMol25 structures with the same formula, charge and spin   28.66 kcal/mol
Net charge   0
Calculated total energy   -1491.0108 a.u.
Strongest force on any atom   4.826 eV Å⁻¹

Each line ends with the Löwdin charge.
Element x y z (Å)
C1 1.784 -0.013 0.034  -0.4131
C2 -0.584 -1.254 0.663  -0.0738
C3 -1.791 -2.539 -1.160  0.0695
C4 0.182 0.063 0.372  -0.3609
C5 -1.319 -1.444 -0.632  -0.4462
C6 -3.310 1.480 0.225  -1.0595
C7 0.067 1.131 1.339  -0.0508
C8 3.578 1.190 -0.652  -0.0930
N1 -0.497 0.582 -0.909  0.1194
N2 -1.307 -0.239 -1.357  0.0485
O1 2.464 -0.976 0.273  0.1090
O2 2.281 1.180 -0.199  -0.0301
Cl1 -4.510 2.074 -0.708  0.6114
Cl2 -3.734 -0.052 0.784  0.5888
H1 -0.008 -2.203 0.883  0.1414
H2 -1.367 -1.145 1.496  0.1087
H3 -2.166 -2.476 -2.215  0.0884
H4 -1.895 -3.489 -0.634  0.0756
H5 0.312 2.025 0.808  0.0910
H6 0.684 1.155 2.235  0.1138
H7 -0.891 1.154 1.652  0.0276
H8 4.263 1.983 -0.133  0.1185
H9 3.643 1.633 -1.663  0.0933
H10 4.120 0.178 -0.503  0.1228

(6)
# C8H10ClF3O

The molecule C8H10ClF3O (ωB97M-V/def2-TZVPD, OMol25).

Energy above the lowest of the compared OMol25 structures with the same formula, charge and spin   0.00 kcal/mol
Structure (SMILES)   FC(F)=C(F)CC[C@H]1COC[C@H]1Cl
Net charge   0
Calculated total energy   -1145.7479 a.u.
Strongest force on any atom   1.488 eV Å⁻¹

Each line ends with the Löwdin charge.
Element x y z (Å)
F1 -2.961 3.878 -0.379  0.1448
C1 -2.995 2.566 -0.217  -0.2948
F2 -3.890 2.239 0.710  0.1380
C2 -2.204 1.655 -0.805  -0.1982
F3 -2.175 1.608 -2.164  0.0542
C3 -1.291 0.702 -0.062  -0.1374
C4 -0.147 0.267 -0.993  -0.1296
C5 0.802 -0.780 -0.388  -0.3045
C6 2.299 -0.447 -0.325  -0.1868
O1 2.845 -1.410 0.601  -0.1520
C7 1.786 -2.181 1.151  -0.2484
C8 0.594 -1.230 1.070  -0.5641
Cl1 0.992 0.091 2.230  0.6951
H1 -0.913 1.237 0.802  0.0823
H2 -1.853 -0.185 0.247  0.1230
H3 -0.629 -0.174 -1.864  0.1158
H4 0.411 1.147 -1.320  0.1265
H5 0.804 -1.700 -0.977  0.1443
H6 2.769 -0.681 -1.284  0.1264
H7 2.559 0.576 -0.054  0.1121
H8 1.588 -3.074 0.548  0.1254
H9 1.990 -2.460 2.182  0.1168
H10 -0.383 -1.644 1.292  0.1110